Entry 1:
A single HNO2S molecule, computed with ωB97M-V/def2-TZVPD.

```
5
Properties=species:S:1:pos:R:3:forces:R:3:mulliken_charge:R:1
N -0.81833 -0.58819 0.07697 -2.492 -0.623 -1.134 -0.411
S 0.48603 0.10991 -0.03693 -1.392 -2.642 1.111 0.904
O 1.66867 -0.70113 0.04979 -0.732 0.654 -0.350 -0.401
O 0.54500 1.49996 0.06163 0.756 2.605 -0.370 -0.408
H -1.88136 -0.32055 -0.15145 3.860 0.006 0.743 0.315
```
Forces are in eV/Å.

For the energy above the lowest of the compared OMol25 structures with the same formula, charge and spin, the calculation gives 0.519 eV. Its multiplicity is 1. The HOMO energy is -0.410 hartree. The SMILES is N=S(=O)=O.

=====

Entry 2:
A molecular structure, HNO2S2, computed with ωB97M-V/def2-TZVPD.

```
6
Properties=species:S:1:pos:R:3:forces:R:3:mulliken_charge:R:1
N -0.86591 0.77143 0.04853 0.231 0.065 -0.929 -0.219
O -1.15731 -1.55837 0.98954 -1.413 -1.084 0.753 -0.424
O 0.80716 -1.08075 -0.33604 2.227 -0.988 -1.033 -0.493
S 0.31691 1.77971 -0.61306 1.143 -2.641 1.867 -0.012
S -0.54725 -0.81829 -0.04409 -0.486 2.720 0.742 0.928
H 1.44641 0.90627 -0.04488 -1.701 1.928 -1.399 0.219
```
Forces are in eV/Å.

For the energy above the lowest of the compared OMol25 structures with the same formula, charge and spin, the calculation gives 1.088 eV. Its multiplicity is 1. The HOMO energy (spin up / spin down) is -0.361 / -0.365 hartree.

=====

Entry 3:
2 unconnected molecules or ions with the total composition HNO2S2, computed with ωB97M-V/def2-TZVPD.

```
6
Properties=species:S:1:pos:R:3:forces:R:3:mulliken_charge:R:1
N 0.83304 -0.98263 -0.26899 -1.066 -1.395 1.153 -0.416
O -1.23687 1.13017 -1.33614 -0.367 -1.358 1.230 -0.392
O -0.74673 1.11826 1.03950 -0.669 -0.929 -0.341 -0.418
S 1.95396 -0.01691 0.13214 0.833 0.104 0.152 0.166
S -1.28188 0.37592 -0.08724 0.280 2.703 -0.990 0.739
H 0.47847 -1.62481 0.52074 0.990 0.874 -1.204 0.321
```
Forces are in eV/Å.

For the energy above the lowest of the compared OMol25 structures with the same formula, charge and spin, the calculation gives 0.304 eV. Its multiplicity is 1. The HOMO energy (spin up / spin down) is -0.343 / -0.338 hartree.

=====

Entry 4:
A single HNO3S molecule, computed with ωB97M-V/def2-TZVPD.

```
6
Properties=species:S:1:pos:R:3:forces:R:3:mulliken_charge:R:1
O -0.31378 1.77593 -0.21628 -0.581 0.728 -1.281 -0.434
S -0.13841 0.61362 0.58279 1.693 -1.014 1.606 0.577
O -1.27796 -0.50108 0.36435 -0.609 -0.669 0.183 -0.436
N 1.03631 -0.62445 -0.42854 1.169 1.742 -1.301 0.139
O 1.66275 -0.01832 -1.23745 -1.126 -1.161 1.308 -0.229
H -0.96892 -1.24570 0.93513 -0.545 0.374 -0.515 0.383
```
Forces are in eV/Å.

For the energy above the lowest of the compared OMol25 structures with the same formula, charge and spin, the calculation gives 0.259 eV. Its multiplicity is 1. The HOMO energy (spin up / spin down) is -0.327 / -0.327 hartree. The SMILES is O=S(O)#[N+][O-].